P.
Computed, not measured: the molecule C3N2O, with ωB97M-V/def2-TZVPD.

Results
Frontier orbital gap ... 0.3698 Ha
LUMO energy ... -2.42 eV
HOMO level ... -12.5 eV
Molar mass ... 80.0 g mol⁻¹
Structure (SMILES) ... N#CC(=O)C#N
Total charge ... 0

Structure (XYZ):
```
6
C3N2O ωB97M-V/def2-TZVPD
C 0.0176 0.7058 0.0720
C 1.2148 -0.1070 0.0189
C -1.0654 -0.4655 0.2843
N 2.0923 -1.0050 -0.0860
N -2.0998 -1.0093 -0.1912
O -0.1595 1.8809 -0.0980
```

=====

Q.
Computed, not measured: a cluster of 2 separate species, C3N2O in total, with ωB97M-V/def2-TZVPD.

Results
Frontier orbital gap ... 0.4793 Ha
LUMO energy ... 0.10 eV
HOMO level ... -12.9 eV
Molar mass ... 80.0 g mol⁻¹
Total charge ... 0

Structure (XYZ):
```
6
C3N2O ωB97M-V/def2-TZVPD
C -1.1511 0.6132 -0.1680
C -1.6388 -0.6891 0.3175
C 2.2970 -0.0572 -0.3966
N -0.8697 1.7085 -0.3982
N -1.9732 -1.6636 0.7581
O 3.3358 0.0883 -0.1127
```

=====

Energy ordering: Q at the bottom, the next structure 1.934 eV above.

=====

P.
Computed, not measured: the molecule C3N2O, with ωB97M-V/def2-TZVPD.

Results
Frontier orbital gap ... 0.3202 Ha
LUMO energy ... -2.47 eV
HOMO level ... -11.2 eV
Molar mass ... 80.0 g mol⁻¹
Total charge ... 0

Structure (XYZ):
```
6
C3N2O ωB97M-V/def2-TZVPD
O -0.4334 0.6147 0.2058
C 0.3550 -0.1636 -0.5495
C -1.6874 0.2014 0.1067
N -2.7415 -0.2695 0.1168
C 1.7074 -0.0551 -0.0853
N 2.7999 -0.3278 0.2055
```

=====

Q.
Computed, not measured: the molecule C3N2O, with ωB97M-V/def2-TZVPD.

Results
Frontier orbital gap ... 0.4037 Ha
LUMO energy ... -1.75 eV
HOMO level ... -12.7 eV
Molar mass ... 80.0 g mol⁻¹
Structure (SMILES) ... N#CC(=O)C#N
Total charge ... 0

Structure (XYZ):
```
6
C3N2O ωB97M-V/def2-TZVPD
O 1.8947 -0.3967 0.1724
C 0.7629 -0.1039 -0.0490
C 0.1738 0.5444 -1.2326
N -0.9428 0.8221 -1.3909
C -0.4871 -0.3358 0.9013
N -1.4016 -0.5301 1.5988
```

=====

Energy ordering: Q at the bottom, the next structure 2.124 eV above.

=====

P.
Computed, not measured: the molecule CHF3OS2, with ωB97M-V/def2-TZVPD.

Results
Frontier orbital gap ... 0.3402 Ha
LUMO energy ... -0.84 eV
HOMO level ... -10.1 eV
Molar mass ... 150.1 g mol⁻¹
Structure (SMILES) ... O=[S@H](=S)C(F)(F)F
Total charge ... 0

Structure (XYZ):
```
8
CHF3OS2 ωB97M-V/def2-TZVPD
C -1.0046 -0.3284 -0.1810
O 1.1747 0.1100 1.6960
F -1.6056 -0.6905 0.9633
F -0.8119 -1.3778 -0.9606
F -1.8685 0.4987 -0.7824
S 1.2750 2.0785 -0.4543
S 1.0028 0.3735 0.3024
H 1.8381 -0.6640 -0.5833
```

=====

Q.
Computed, not measured: the molecule CHF3OS2, with ωB97M-V/def2-TZVPD.

Results
Frontier orbital gap ... 0.3417 Ha
LUMO energy ... -0.53 eV
HOMO level ... -9.8 eV
Molar mass ... 150.1 g mol⁻¹
Structure (SMILES) ... O=[S@H](=S)C(F)(F)F
Total charge ... 0

Structure (XYZ):
```
8
CHF3OS2 ωB97M-V/def2-TZVPD
C -1.5999 -0.0172 -1.0595
O -0.3591 2.0441 0.3677
F -1.5283 -1.3311 -0.9615
F -1.9684 0.2207 -2.3467
F -2.5233 0.3956 -0.2365
S 1.3453 1.3909 -2.0965
S -0.0191 0.9327 -0.5244
H 0.4237 -0.0648 0.2374
```

=====

Energy ordering: Q at the bottom, the next structure 0.208 eV above.

=====

P.
Computed, not measured: a cluster of 2 separate species, C3H9NP2 in total, with ωB97M-V/def2-TZVPD.

Results
Frontier orbital gap (alpha / beta) ... 0.2381 / 0.2854 Ha
LUMO energy (alpha / beta) ... -0.02 / 0.65 eV
HOMO level (alpha / beta) ... -6.5 / -7.1 eV
Molar mass ... 121.1 g mol⁻¹
Total charge ... 0

Structure (XYZ):
```
15
C3H9NP2 ωB97M-V/def2-TZVPD
C 2.4824 -0.1176 -0.9697
C -0.6109 1.5056 -0.0978
C -0.6229 0.5591 1.0375
N -1.3968 -0.5676 0.9644
P 2.0648 -0.7479 0.5036
P -1.5372 -1.4063 -0.5442
H 3.4425 -0.3126 -1.4231
H 1.8170 0.5158 -1.5418
H 0.1293 2.2843 0.0700
H -1.5903 1.9732 -0.2280
H -0.3792 0.9799 -1.0292
H -0.3735 0.9089 2.0258
H -1.3307 -1.1552 1.7843
H -1.9159 -2.6077 0.0639
H -0.1785 -1.8119 -0.6156
```

=====

Q.
Computed, not measured: a structure of composition C3H9NP2, with ωB97M-V/def2-TZVPD.

Results
Frontier orbital gap ... 0.2526 Ha
LUMO energy ... -0.76 eV
HOMO level ... -7.6 eV
Molar mass ... 121.1 g mol⁻¹
Total charge ... 0

Structure (XYZ):
```
15
C3H9NP2 ωB97M-V/def2-TZVPD
C -0.7975 2.2475 1.4119
C -0.8712 -2.5294 -0.4136
C 0.5970 0.4663 -1.2084
N 0.2511 -0.3886 0.9401
P 0.2681 1.3289 0.4423
P 0.2170 -1.2223 -0.4964
H -1.9624 2.2773 1.1870
H -0.3195 3.3400 1.5232
H -1.8390 -2.3165 0.0655
H -0.7973 -3.3622 -1.2419
H -0.0441 0.9819 -1.9426
H 2.2022 0.1575 -1.9527
H 0.0553 -0.7296 1.8771
H 1.5828 1.7287 0.6446
H 1.4575 -1.9794 -0.8360
```

=====

Energy ordering: P at the bottom, the next structure 3.019 eV above.

=====

P.
Computed, not measured: a cluster of 2 separate species, C3H4Si in total, with ωB97M-V/def2-TZVPD.

Results
Frontier orbital gap ... 0.2699 Ha
LUMO energy ... -0.81 eV
HOMO level ... -8.2 eV
Molar mass ... 68.2 g mol⁻¹
Total charge ... 0

Structure (XYZ):
```
8
C3H4Si ωB97M-V/def2-TZVPD
C -0.8510 0.4367 -0.8191
C 0.3024 0.0253 0.1678
C -1.1305 0.1578 0.4382
Si 1.4711 1.4937 0.4071
H -1.4104 0.4177 -1.7521
H 0.5742 -1.0479 0.0245
H -1.6640 0.2666 1.3577
H -0.0099 2.2300 1.6420
```

=====

Q.
Computed, not measured: the molecule C3H4Si, with ωB97M-V/def2-TZVPD.

Results
Frontier orbital gap ... 0.3210 Ha
LUMO energy ... -0.03 eV
HOMO level ... -8.8 eV
Molar mass ... 68.2 g mol⁻¹
Total charge ... 0

Structure (XYZ):
```
8
C3H4Si ωB97M-V/def2-TZVPD
C -0.8760 0.8301 0.0178
C -0.9994 -0.8717 0.0224
C 0.1761 0.0199 -0.5860
Si -2.6683 0.0860 -0.1000
H -0.8358 1.6529 0.7929
H -0.7205 -1.5731 0.8735
H 1.0586 -0.0072 0.0229
H 0.4381 -0.0274 -1.6894
```

=====

Energy ordering: Q at the bottom, the next structure 2.587 eV above.

=====

P.
Computed, not measured: the molecule C2H10N4O, with ωB97M-V/def2-TZVPD.

Results
Frontier orbital gap ... 0.3091 Ha
LUMO energy ... 0.92 eV
HOMO level ... -7.5 eV
Molar mass ... 106.1 g mol⁻¹
Structure (SMILES) ... C[C@@H](O)NNNN
Total charge ... 0

Structure (XYZ):
```
17
C2H10N4O ωB97M-V/def2-TZVPD
C -0.2497 0.9461 0.5724
C 0.6927 2.0768 0.9312
N 0.1939 -1.3574 0.5018
N 0.6393 -0.1794 -0.1756
N 0.1567 -1.8638 -1.0798
N -1.1890 -2.2813 -1.2239
O -1.2445 1.2897 -0.3227
H -0.8316 1.6334 -1.1270
H 0.9718 -1.8570 0.9326
H 1.6358 -0.0199 -0.0723
H 0.3265 -1.3453 -1.9443
H -0.7679 0.5440 1.4444
H -1.3133 -3.1278 -0.6749
H -1.7710 -1.5339 -0.8281
H 1.2528 2.4043 0.0556
H 1.3837 1.7511 1.7048
H 0.1139 2.9204 1.3056
```

=====

Q.
Computed, not measured: a cluster of 2 separate species, C2H10N4O in total, with ωB97M-V/def2-TZVPD.

Results
Frontier orbital gap ... 0.2673 Ha
LUMO energy ... 0.25 eV
HOMO level ... -7.0 eV
Molar mass ... 106.1 g mol⁻¹
Total charge ... 0

Structure (XYZ):
```
17
C2H10N4O ωB97M-V/def2-TZVPD
N -0.6897 1.5126 -0.3445
C -1.1007 1.8720 1.3390
O -1.9354 1.0215 1.7420
H -1.6261 1.6677 -0.7058
H -0.1974 2.3561 -0.6107
H -0.0649 1.8218 1.7605
H -1.3725 2.9448 1.2111
N 0.8061 -0.9270 -1.7532
C 0.7091 -1.4271 -0.4587
N 1.5024 -2.4501 -0.1245
N -0.1315 -0.8910 0.3826
H -0.0808 -0.8403 -2.2132
H 1.1892 0.0075 -1.7381
H 2.2903 -2.7175 -0.6969
H 1.4811 -2.7869 0.8276
H -0.2409 -1.3072 1.2991
H -0.5382 0.1431 0.0837
```

=====

Energy ordering: Q at the bottom, the next structure 3.908 eV above.

=====

P.
Computed, not measured: the molecule CH2O2S, with ωB97M-V/def2-TZVPD.

Results
Frontier orbital gap ... 0.3607 Ha
LUMO energy ... 0.16 eV
HOMO level ... -9.7 eV
Molar mass ... 78.1 g mol⁻¹
Total charge ... 0

Structure (XYZ):
```
6
CH2O2S ωB97M-V/def2-TZVPD
C 0.0445 -0.8981 -0.1198
O 0.0654 -1.9174 0.4904
O 0.2561 1.7327 -0.8119
S 0.4921 0.9598 0.3786
H -0.2222 -0.6669 -1.1010
H -0.6360 0.7899 1.1638
```

=====

Q.
Computed, not measured: a structure of composition CH2O2S, with ωB97M-V/def2-TZVPD.

Results
Frontier orbital gap (alpha / beta) ... 0.3093 / 0.3093 Ha
LUMO energy (alpha / beta) ... -0.20 / -0.20 eV
HOMO level (alpha / beta) ... -8.6 / -8.6 eV
Molar mass ... 78.1 g mol⁻¹
Total charge ... 0

Structure (XYZ):
```
6
CH2O2S ωB97M-V/def2-TZVPD
C 1.8816 0.4823 0.3242
O 2.9705 0.2773 -0.0296
O 0.3271 1.3988 -0.3072
S -1.0662 0.8582 0.2583
H 1.3618 -0.0577 1.1198
H -1.6220 0.5236 -0.9900
```

=====

Energy ordering: P at the bottom, the next structure 0.746 eV above.

=====

P.
Computed, not measured: the molecule CH2O2S, with ωB97M-V/def2-TZVPD.

Results
Frontier orbital gap ... 0.3380 Ha
LUMO energy ... 0.15 eV
HOMO level ... -9.0 eV
Molar mass ... 78.1 g mol⁻¹
Structure (SMILES) ... O[C@@H]1OS1
Total charge ... 0

Structure (XYZ):
```
6
CH2O2S ωB97M-V/def2-TZVPD
C -0.4804 -0.0911 -0.1448
O 0.5752 -0.6188 1.0381
O -0.2242 1.2329 -0.4079
S 0.7637 -1.2418 -0.5339
H -1.3931 -0.4623 0.2280
H 0.7587 1.1811 -0.1794
```

=====

Q.
Computed, not measured: the molecule CH2O2S, with ωB97M-V/def2-TZVPD.

Results
Frontier orbital gap ... 0.3944 Ha
LUMO energy ... 0.46 eV
HOMO level ... -10.3 eV
Molar mass ... 78.1 g mol⁻¹
Structure (SMILES) ... O=C(O)S
Total charge ... 0

Structure (XYZ):
```
6
CH2O2S ωB97M-V/def2-TZVPD
C -0.4632 -0.1252 0.1862
H 1.5433 1.3551 0.2502
H -0.3090 -1.3609 -1.1059
O 0.2677 -0.5799 -0.8551
O -1.4623 -0.6346 0.5714
S 0.4235 1.3454 0.9532
```

=====

R.
Computed, not measured: the molecule CH2O2S, with ωB97M-V/def2-TZVPD.

Results
Frontier orbital gap ... 0.3697 Ha
LUMO energy ... 0.46 eV
HOMO level ... -9.6 eV
Molar mass ... 78.1 g mol⁻¹
Structure (SMILES) ... O=COS
Total charge ... 0

Structure (XYZ):
```
6
CH2O2S ωB97M-V/def2-TZVPD
C 0.1633 0.6945 -0.6940
O 0.5999 1.5803 -1.3754
O -0.2703 0.4776 0.8467
S 0.3441 -0.9353 1.3253
H -0.1986 -0.1742 -1.0329
H -0.6384 -1.6429 0.9303
```

=====

Energy ordering: Q at the bottom, the next structure 2.464 eV above.